(1)
Entry from the Open Molecules 2025 dataset: C25H20CrN3OS3 as an isolated structure at a distorted geometry (ωB97M-V/def2-TZVPD).

Properties
Charge: -1
HOMO level (spin up / spin down) in Ha: -0.1698 / -0.1758
DFT total energy in Eh: -3443.2626
Energy relative to the best compared isomer or geometry (same formula, charge and spin) in kcal per mole: 0.0
Kohn-Sham gap (spin up / spin down) in eV: 7.021 / 7.178
Lowest unoccupied orbital energy (spin up / spin down) in eV: 2.4 / 2.4
Spin multiplicity: 5

Geometry (Å):
Cr 0.54186 -1.39020 -1.67405
C -2.92187 -2.01288 0.42677
C -2.37378 -0.59892 0.22217
N -2.56924 -0.07347 -0.91627
N -2.32132 1.30953 -0.99509
C -1.29832 1.69261 -1.63635
S -0.01256 0.90345 -2.44891
S -1.16679 3.50059 -1.96076
C -1.80530 4.23747 -0.41893
C -0.73308 4.55708 0.63688
C 0.13891 3.52020 0.93452
C 1.17483 3.64412 1.83354
C 1.35025 4.87388 2.49387
C 0.45438 5.90198 2.24493
C -0.62847 5.73707 1.31399
C -1.55436 0.01669 1.28757
C -2.05355 0.79435 2.34519
C -1.23303 1.40019 3.25670
C 0.12409 1.08973 3.23117
C 0.64927 0.25945 2.26002
C -0.18299 -0.29033 1.23698
O 0.40482 -0.95503 0.24786
H -2.48513 -2.46833 1.32955
H -2.74921 -2.63481 -0.45333
H -4.00294 -1.87570 0.53171
H -2.47914 3.51221 0.01912
H -2.41260 5.13227 -0.61249
H -0.03277 2.56365 0.44471
H 1.77962 2.79420 2.15382
H 2.15662 5.11279 3.16938
H 0.57203 6.86861 2.72101
H -1.37069 6.51277 1.17606
H -3.13240 0.87212 2.48584
H -1.58107 2.04454 4.05403
H 0.72989 1.56342 3.99843
H 1.70356 -0.03200 2.33633
S 1.85184 -4.73425 -4.58170
C 1.29906 -3.47497 -5.68918
C 0.80920 -2.34345 -5.03673
C 0.88140 -2.42987 -3.58606
C 1.50569 -3.59777 -3.24929
C 1.75883 -4.04535 -1.86173
C 2.08785 -5.35183 -1.48749
C 2.40263 -5.61390 -0.17424
C 2.30631 -4.65689 0.78679
C 1.91439 -3.37050 0.32090
N 1.66423 -3.07192 -0.95265
H 1.30252 -3.66815 -6.73671
H 0.39731 -1.51851 -5.63199
H 2.18981 -6.14049 -2.23377
H 2.70877 -6.63799 0.00669
H 2.48148 -4.87154 1.81039
H 1.75917 -2.55591 1.02075


(2)
Entry from the Open Molecules 2025 dataset: a 2-piece molecular cluster, C9H13O6 overall at a distorted geometry (ωB97M-V/def2-TZVPD).

Properties
HOMO level (spin up / spin down) in Ha: -0.3243 / -0.3529
DFT total energy in Eh: -801.8189
Energy relative to the best compared isomer or geometry (same formula, charge and spin) in kcal per mole: 15.5
Kohn-Sham gap (spin up / spin down) in eV: 7.778 / 8.202
Lowest unoccupied orbital energy (spin up / spin down) in eV: -1.0 / -1.4
Spin multiplicity: 2

Geometry (Å):
C 1.23182 -2.77258 -0.64478
C 0.49875 -2.04624 0.44972
C -0.11789 -0.70160 -0.01868
C 1.26918 0.34760 -0.57862
C 0.60186 1.65963 -1.03487
C -0.64411 2.04777 -0.76648
C -1.58386 1.10914 -0.02745
C -0.85096 0.20263 0.97843
O -1.73418 -0.51066 1.75617
O -2.12092 0.15594 -0.93540
O -1.00198 -0.97903 -0.95168
C -2.84096 1.77011 0.52970
O 2.04421 0.35155 0.45170
O 4.43482 1.39334 -0.80401
O 4.80975 0.74037 0.18250
H 1.54644 -3.73982 -0.24804
H 0.57337 -2.92267 -1.49888
H 2.13089 -2.22469 -0.95041
H -0.33909 -2.63368 0.85271
H 1.21848 -1.79873 1.23546
H 1.42945 -0.26410 -1.49250
H 1.34528 2.34401 -1.44870
H -1.05698 3.04535 -0.98220
H -0.12390 0.76007 1.58355
H -1.23214 -1.04935 2.41111
H -2.64916 2.48934 1.33147
H -3.36555 2.25771 -0.30040
H -3.47264 0.96857 0.92059


(3)
Entry from the Open Molecules 2025 dataset: a 2-piece molecular cluster, C22H35N6O2 overall at a distorted geometry (ωB97M-V/def2-TZVPD).

Properties
Charge: +1
HOMO level in Ha: -0.4158
DFT total energy in Eh: -1337.8349
Energy relative to the best compared isomer or geometry (same formula, charge and spin) in kcal per mole: 124.0
Kohn-Sham gap in eV: 7.921
Lowest unoccupied orbital energy in eV: -3.4

Geometry (Å):
C -0.26966 2.78200 3.10100
C -1.01659 2.94047 1.88729
N -1.12831 1.82491 0.92923
C -1.09073 1.93606 -0.52651
N -0.94362 3.08131 -1.42993
C 0.36321 3.77437 -1.29454
C 1.18917 4.08880 -2.66057
O 0.88306 4.18366 -0.22898
C -2.09902 4.00194 -1.39689
C -3.55200 3.31666 -1.64611
O -2.00754 5.25188 -1.23239
C -1.30304 0.50045 -1.06877
N -1.36219 0.30563 -2.52237
C -0.08281 -0.21464 -3.10499
C 1.25147 0.24353 -2.33948
C 1.78100 -0.84670 -1.24675
N -1.43914 -0.44366 0.03806
C -1.67623 -1.91470 -0.03577
N -1.24867 -2.55645 -1.30451
C -1.67912 -4.01040 -1.21006
C -1.32221 0.41120 1.22558
N -1.39465 -0.11670 2.59547
C -2.71241 -0.76858 2.89603
C -3.96646 0.01860 2.22417
H 0.38810 1.84969 3.20900
H -0.36903 3.53866 3.96698
H -1.52347 3.96957 1.75104
H 1.54427 3.14112 -3.19033
H 0.47689 4.73625 -3.29508
H 2.06995 4.78853 -2.38848
H -4.30606 4.16869 -1.71191
H -3.58595 2.74097 -2.64209
H -3.79417 2.55154 -0.81608
H -2.18904 -0.23409 -2.81287
H -0.06832 -1.36023 -3.26271
H -0.01117 0.22918 -4.17545
H 1.21184 1.28583 -1.87579
H 2.08474 0.28428 -3.14538
H 2.93020 -0.84414 -1.34255
H 1.51722 -0.44144 -0.20611
H 1.36500 -1.89448 -1.43207
H -1.06622 -2.38504 0.83260
H -2.78258 -2.16591 0.22043
H -1.82289 -2.19669 -2.09388
H -1.12357 -4.57645 -0.38442
H -1.48869 -4.51104 -2.23601
H -2.81959 -4.05087 -1.00245
H -0.65782 -0.84762 2.64443
H -2.76678 -1.88008 2.56606
H -2.86182 -0.70782 4.04054
H -4.13193 -0.37797 1.16351
H -3.79779 1.15989 2.24427
H -4.88316 -0.23621 2.88180
C 4.27255 -1.70703 2.44763
C 5.63421 -1.99127 2.48012
C 6.13545 -3.08028 1.77365
C 5.27564 -3.88000 1.02613
C 3.91451 -3.59359 0.99061
C 3.41198 -2.50997 1.70457
H 3.88157 -0.85959 3.00146
H 6.30549 -1.36384 3.05735
H 7.19607 -3.30554 1.80456
H 5.66710 -4.72619 0.47142
H 3.24441 -4.21640 0.40629
H 2.34936 -2.29007 1.68100


(4)
Entry from the Open Molecules 2025 dataset: C12H26GaNO3S as an isolated structure at a distorted geometry (ωB97M-V/def2-TZVPD).

Properties
Charge: -1
HOMO level (spin up / spin down) in Ha: -0.1586 / -0.1586
DFT total energy in Eh: -3076.2603
Kohn-Sham gap (spin up / spin down) in eV: 6.520 / 6.518
Lowest unoccupied orbital energy (spin up / spin down) in eV: 2.2 / 2.2
Spin multiplicity: 2

Geometry (Å):
O 1.59831 -5.70276 1.87506
C 0.73475 -5.11483 1.26521
O 0.22114 -3.95657 1.67595
C -0.45912 -3.16691 0.65967
C -1.82824 -3.66694 0.21718
Ga -2.95814 -4.66874 1.59471
S -2.35766 -6.91341 1.64837
H 0.43014 -5.40832 0.24500
H 0.23830 -3.05236 -0.18714
H -0.54948 -2.17200 1.11124
H -1.75318 -4.24622 -0.71621
H -2.43562 -2.78069 -0.02641
H -4.50402 -4.52637 1.13956
H -2.77723 -4.09570 3.07601
H -2.57339 -7.23069 0.36542
C 1.31281 2.93712 1.45491
C 1.51770 1.83318 0.41006
C 2.45685 2.29719 -0.70566
C 1.82931 3.35461 -1.61181
C 0.50449 2.86476 -2.19519
C -0.48680 2.33987 -1.14817
N 0.22591 1.40249 -0.22004
O 0.25382 0.18893 -0.64551
C -1.14896 3.49497 -0.38703
C -1.59742 1.55461 -1.83775
C 2.10797 0.62850 1.13502
H 2.21766 3.01948 2.05808
H 1.12980 3.91992 1.03107
H 0.48591 2.68750 2.12044
H 2.73008 1.42756 -1.31104
H 3.37780 2.67286 -0.25213
H 1.68549 4.29275 -1.06829
H 2.51644 3.58182 -2.42964
H 0.01528 3.66886 -2.75134
H 0.70910 2.06334 -2.91133
H -1.73403 3.11196 0.44986
H -1.82685 4.02080 -1.06047
H -0.44743 4.23139 -0.00731
H -1.20323 0.76916 -2.47591
H -2.18015 2.24342 -2.45268
H -2.26134 1.09308 -1.10697
H 1.41812 0.25398 1.89173
H 3.03157 0.93521 1.62917
H 2.33358 -0.18682 0.45429


(5)
Entry from the Open Molecules 2025 dataset: C14H18AsF10N3Pt as an isolated structure (ωB97M-V/def2-TZVPD).

Properties
Charge: +1
HOMO level (spin up / spin down) in Ha: -0.4740 / -0.4760
DFT total energy in Eh: -4062.1399
Energy relative to the best compared isomer or geometry (same formula, charge and spin) in kcal per mole: 2.9
Kohn-Sham gap (spin up / spin down) in eV: 9.665 / 6.869
Lowest unoccupied orbital energy (spin up / spin down) in eV: -3.2 / -6.1
Spin multiplicity: 2

Geometry (Å):
Pt -0.26008 -0.20961 0.68761
C -0.53217 -0.57809 -2.55439
C -1.82305 -0.81155 -1.79331
N -1.95025 -0.09986 -0.47048
C -3.10263 -0.71312 0.29447
C -4.46151 -0.56208 -0.36807
C -2.20507 1.36499 -0.62330
C -0.92227 2.15791 -0.80676
N 0.18634 1.45898 -0.15107
C 1.46753 1.97652 -0.29100
C 2.55682 1.12928 -0.55886
F 2.36940 -0.17221 -0.74895
C 3.83438 1.63654 -0.70478
F 4.82196 0.79057 -0.97538
C 4.08734 2.98819 -0.58986
C 3.02725 3.83510 -0.32640
F 3.23262 5.13788 -0.18643
C 1.74197 3.35128 -0.18579
F 0.77477 4.21177 0.12910
H -0.59439 -1.13798 -3.48766
H 0.32895 -0.95071 -2.00468
H -0.37090 0.46531 -2.82297
H -1.91937 -1.87368 -1.56896
H -2.68019 -0.51159 -2.39721
H -3.10068 -0.24273 1.27831
H -2.86235 -1.76353 0.42855
H -4.75119 0.47801 -0.51677
H -5.20292 -1.01141 0.29141
H -4.51874 -1.08712 -1.31983
H -2.70069 1.69085 0.28990
H -2.88309 1.54263 -1.45807
H -1.04675 3.15220 -0.37937
H -0.65507 2.29596 -1.85671
H 5.08998 3.37617 -0.70579
F 0.27337 -2.85522 -0.41477
As -0.23280 -3.70988 1.01107
F -1.80103 -3.83626 0.31413
F 0.30155 -5.21374 0.46080
F -0.82090 -4.23585 2.51255
F 1.27538 -3.27967 1.73423
F -0.84014 -1.95560 1.59296
C 3.16326 -1.20013 3.51496
C 2.13951 -0.69923 2.62065
N 1.32919 -0.32659 1.90899
H 2.76120 -2.06702 4.03850
H 3.44602 -0.42945 4.22930
H 4.02948 -1.50626 2.93015


(6)
Entry from the Open Molecules 2025 dataset: C12H33FeO6 as an isolated structure at a distorted geometry (ωB97M-V/def2-TZVPD).

Properties
HOMO level (spin up / spin down) in Ha: -0.2972 / -0.2830
DFT total energy in Eh: -2192.0890
Energy relative to the best compared isomer or geometry (same formula, charge and spin) in kcal per mole: 0.0
Kohn-Sham gap (spin up / spin down) in eV: 8.565 / 7.924
Lowest unoccupied orbital energy (spin up / spin down) in eV: 0.5 / 0.2
Spin multiplicity: 6

Geometry (Å):
Fe 26.98232 18.35387 20.52430
C 23.41280 19.55016 21.33886
C 23.85450 18.11229 21.22478
O 25.05428 17.88152 20.59446
H 23.30124 20.02111 20.35930
H 24.12586 20.16429 21.88885
H 22.45871 19.60970 21.86841
H 23.05244 17.55172 20.70700
H 23.77253 17.61933 22.21370
C 28.44294 17.84416 24.54791
C 27.31468 17.35199 23.66973
O 27.41990 17.79158 22.35660
H 28.41784 18.93366 24.63773
H 29.40866 17.61592 24.08790
H 28.37689 17.42343 25.55206
H 26.36189 17.73158 24.08366
H 27.16620 16.26239 23.68165
C 26.72661 21.00465 17.20405
C 26.49153 19.50528 17.50411
O 26.97722 19.04403 18.68656
H 26.47859 21.21744 16.16279
H 27.78253 21.24512 17.35570
H 26.11507 21.65676 17.82772
H 26.96103 18.98132 16.64864
H 25.41472 19.31714 17.34132
C 26.17345 14.60030 19.25804
C 27.06565 15.26408 20.30492
O 27.57986 16.49632 19.76486
H 26.67094 14.46430 18.29371
H 25.30038 15.23665 19.12352
H 25.88680 13.59122 19.56384
H 27.91278 14.63986 20.59472
H 26.44417 15.48464 21.16664
H 28.12959 16.30923 19.00089
C 31.37458 18.23274 20.99977
C 30.15955 19.11265 21.28982
O 29.13252 18.85565 20.33959
H 31.82736 18.46340 20.03352
H 31.03534 17.19593 20.99349
H 32.15463 18.34484 21.75307
H 30.45027 20.17070 21.25742
H 29.77380 18.96858 22.29456
H 29.49091 19.02475 19.46021
C 25.71623 22.38908 20.41562
C 27.01559 21.68208 20.76591
O 26.75228 20.34442 21.27950
H 25.07112 22.43304 21.29224
H 25.20982 21.82462 19.63799
H 25.93659 23.39831 20.06246
H 27.59656 22.20849 21.52503
H 27.59162 21.59000 19.84546
H 26.52719 20.49679 22.20432


(7)
Entry from the Open Molecules 2025 dataset: a 8-piece molecular cluster, C28H53Cl14F3N4O6P overall at a distorted geometry (ωB97M-V/def2-TZVPD).

Properties
Charge: -1
HOMO level in Ha: -0.1921
DFT total energy in Eh: -8852.7819
Kohn-Sham gap in eV: 6.891
Lowest unoccupied orbital energy in eV: 1.7

Geometry (Å):
C -4.29209 -1.06740 -2.89260
C -3.13475 -2.01737 -2.52870
O -3.16967 -3.07950 -3.12171
N -2.00668 -1.88995 -1.62543
C -0.90519 -1.81975 -2.52753
C -1.00000 -0.78526 -3.73597
O 0.01935 -2.57870 -2.62365
P -2.20595 -0.88465 -0.14438
C -3.77212 -1.92952 0.28314
C -4.03063 -2.34075 1.77497
C -4.39451 -3.86995 1.97906
N -3.74453 -4.95429 1.27476
O -5.22871 -4.13710 2.80376
C -0.57355 0.14936 -0.36829
C 0.73914 -0.35584 0.32763
O 1.41591 -1.44769 -0.25967
C 1.79431 0.89271 0.13747
N 2.39616 0.76599 -1.20653
C -2.73093 0.32588 1.25547
C -2.02171 0.32474 2.62773
O -0.94268 1.25203 2.80283
C -3.10879 0.86851 3.68802
F -2.46743 1.14579 4.88511
F -4.09190 -0.02099 3.96304
F -3.60602 2.06097 3.22573
N -1.26218 -2.02865 0.96801
C -1.10014 -3.14515 0.54990
O -0.85701 -4.18417 0.08569
H -4.53663 -0.25376 -2.17734
H -4.11852 -0.67217 -3.92557
H -5.22117 -1.69299 -2.97610
H 0.01606 -0.37355 -3.96319
H -1.42707 -1.26233 -4.65228
H -1.64150 0.10437 -3.46775
H -2.95397 0.04652 -0.97754
H -4.64465 -1.34270 -0.11326
H -3.78238 -2.93876 -0.21966
H -3.26023 -2.11988 2.53782
H -4.96232 -1.80750 2.10760
H -3.94135 -4.96348 0.27759
H -2.75110 -5.03050 1.47862
H -0.68524 1.12810 0.18335
H -0.44483 0.56204 -1.40201
H 0.68179 -0.40546 1.44753
H 2.05569 -1.83600 0.35385
H 2.62314 0.68599 0.87414
H 1.31696 1.87926 0.34842
H 1.96150 1.46014 -1.81389
H 3.41106 0.90887 -1.20582
H -2.72132 1.39480 0.88256
H -3.84360 0.26642 1.45645
H -1.69566 -0.63161 3.08460
H -1.08525 2.02824 2.23685
Cl 5.65911 0.96344 -0.48548
C 6.07028 -0.76993 -0.46334
C 7.23103 -1.09688 -1.37614
Cl 6.82966 -0.91886 -3.10157
H 5.17460 -1.33193 -0.72902
H 6.33546 -1.01716 0.56435
H 7.53043 -2.13506 -1.23126
H 8.09014 -0.46050 -1.16757
Cl -4.17140 0.45488 -7.39614
C -4.90940 1.63141 -6.27898
C -3.87913 2.52104 -5.62340
Cl -2.84895 1.62211 -4.48118
H -5.48754 1.08012 -5.54228
H -5.59889 2.23680 -6.86853
H -4.37850 3.30400 -5.05137
H -3.23219 2.99608 -6.36020
Cl 2.14067 4.64884 5.50944
C 1.22423 3.40311 6.39952
C 2.02886 2.80560 7.52624
Cl 3.38924 1.82189 6.92731
H 0.90474 2.64686 5.68787
H 0.33629 3.88856 6.79888
H 1.39924 2.14632 8.12389
H 2.43389 3.57699 8.18078
Cl -8.70524 1.26755 -7.16311
C -9.44743 2.44421 -6.05117
C -8.41806 3.33531 -5.39625
Cl -7.38760 2.44063 -4.25159
H -10.02725 1.89317 -5.31204
H -10.13530 3.04913 -6.64262
H -8.91601 4.11982 -4.82616
H -7.77110 3.80809 -6.13448
Cl 8.90181 -0.17891 2.81983
C 7.90166 0.37347 4.18936
C 6.60953 -0.41126 4.28664
Cl 5.50710 -0.07249 2.92716
H 7.72193 1.43988 4.06875
H 8.49533 0.23025 5.09239
H 6.07547 -0.14913 5.20109
H 6.80389 -1.48326 4.29962
Cl 0.21951 -3.18774 -6.93105
C 1.30587 -4.43367 -6.27683
C 2.07767 -3.92685 -5.08193
Cl 3.25891 -2.67583 -5.54724
H 1.97030 -4.75971 -7.07662
H 0.68397 -5.28030 -5.98499
H 2.63870 -4.74411 -4.62813
H 1.41709 -3.50380 -4.32334
Cl 9.47497 3.02822 5.81055
C 8.52948 3.62627 7.19588
C 7.21583 2.90462 7.36020
Cl 6.08368 3.28382 6.04475
H 8.37867 4.69645 7.06244
H 9.14630 3.47685 8.08267
H 6.73796 3.21812 8.28875
H 7.34911 1.82360 7.39370


(8)
Entry from the Open Molecules 2025 dataset: C5H7Br2Cl as an isolated structure at a distorted geometry (ωB97M-V/def2-TZVPD).

Properties
HOMO level in Ha: -0.3285
DFT total energy in Eh: -5802.7687
Energy relative to the best compared isomer or geometry (same formula, charge and spin) in kcal per mole: 55.3
Kohn-Sham gap in eV: 7.818
Lowest unoccupied orbital energy in eV: -1.1

Geometry (Å):
C -0.22310 -0.45885 -1.29936
C 0.03921 0.23367 -0.16894
C -3.86183 0.08893 -0.21146
C 1.64220 2.06489 0.65508
C 1.45243 0.53788 0.37271
Cl -1.31204 0.76100 0.78203
Br -5.26619 1.19198 0.09527
Br -4.30745 -1.69720 0.27519
H -1.16450 -0.64269 -1.66560
H 0.72640 -0.81112 -1.70356
H 0.88985 2.57345 0.05661
H 2.59493 2.46213 0.27956
H 1.49422 2.56746 1.61277
H 1.84852 -0.04446 1.15324
H 2.22261 0.35900 -0.39151